i.
This record from the Open Molecules 2025 dataset describes a single C8H12N2O2 molecule. The level of theory is wB97M-V/def2-TZVPD.

Last column: Mulliken charge in e.
Element x y z (Å)
C1 -0.04 2.35 2.33  -1.30
C2 0.41 1.85 1.03  0.58
C3 1.70 2.06 0.64  -0.35
C4 2.25 1.18 -0.37  0.26
O1 3.30 1.46 -0.88  -0.59
N1 1.57 0.00 -0.81  -0.59
C5 0.29 -0.06 -0.55  -0.20
C6 -0.71 -1.22 -0.87  1.85
C7 -0.66 -2.28 0.28  -1.63
C8 -0.46 -1.84 -2.27  -1.62
O2 -2.02 -0.71 -0.93  -0.69
N2 -0.30 0.85 0.37  -0.06
H1 -0.89 3.02 2.02  0.29
H2 -0.41 1.61 3.11  0.28
H3 0.62 2.96 2.85  0.38
H4 2.35 2.80 1.06  0.38
H5 -0.96 -3.26 -0.10  0.43
H6 0.37 -2.34 0.68  0.33
H7 -1.32 -1.96 1.05  0.42
H8 0.14 -1.17 -2.84  0.43
H9 0.18 -2.65 -2.15  0.42
H10 -1.37 -2.15 -2.71  0.35
H11 -2.75 -1.41 -1.10  0.38
H12 -1.31 0.93 0.16  0.24

Results
SMILES = Cc1cc(=O)nc(C(C)(C)O)[nH]1
Kohn-Sham gap = 9.289 eV

***

ii.
This record from the Open Molecules 2025 dataset describes a single C8H12N2O2 molecule. The level of theory is wB97M-V/def2-TZVPD.

Last column: Mulliken charge in e.
Element x y z (Å)
O1 4.52 1.98 3.66  -0.50
C1 3.76 1.47 2.88  0.56
N1 2.86 1.14 2.17  -0.24
C2 2.71 0.78 0.81  -0.60
C3 1.28 0.50 0.51  -0.35
C4 0.90 0.09 -0.91  -0.73
C5 -0.59 -0.11 -1.16  -0.44
C6 -1.29 -1.06 -0.15  -0.77
C7 -2.60 -1.60 -0.60  -0.67
N2 -3.52 -0.47 -0.64  -0.09
C8 -4.39 0.16 -1.06  0.42
O2 -5.21 0.91 -1.50  -0.54
H1 3.15 1.61 0.20  0.34
H2 3.32 -0.10 0.57  0.35
H3 0.74 1.43 0.75  0.24
H4 0.89 -0.28 1.22  0.26
H5 1.43 -0.85 -1.10  0.32
H6 1.23 0.90 -1.62  0.29
H7 -1.14 0.86 -1.16  0.28
H8 -0.68 -0.54 -2.16  0.30
H9 -1.42 -0.58 0.79  0.32
H10 -0.54 -1.82 0.04  0.52
H11 -2.46 -2.04 -1.60  0.34
H12 -2.93 -2.38 0.06  0.35

Results
SMILES = O=C=NCCCCCCN=C=O
Kohn-Sham gap = 10.944 eV

***

Least stable = i

***

i.
This record from the Open Molecules 2025 dataset describes a single C7H14O molecule. The level of theory is wB97M-V/def2-TZVPD.

Last column: Mulliken charge in e.
Element x y z (Å)
C1 1.30 -0.26 2.71  -1.23
C2 0.57 -1.00 1.62  0.06
C3 0.90 -0.85 0.35  -0.45
C4 0.08 -1.39 -0.79  -0.65
C5 -0.03 -0.33 -1.91  -0.78
C6 -0.12 1.15 -1.43  -0.62
C7 -1.34 1.53 -0.56  -0.51
O1 -1.88 0.39 0.10  -0.46
H1 2.09 0.36 2.28  0.32
H2 1.70 -0.93 3.47  0.34
H3 0.62 0.43 3.20  0.27
H4 -0.38 -1.45 1.90  0.31
H5 1.83 -0.37 0.05  0.40
H6 0.61 -2.29 -1.12  0.45
H7 -0.88 -1.79 -0.47  0.24
H8 0.87 -0.45 -2.51  0.33
H9 -0.89 -0.43 -2.58  0.33
H10 -0.06 1.80 -2.31  0.48
H11 0.85 1.35 -0.98  0.27
H12 -0.93 2.15 0.21  0.20
H13 -2.08 2.05 -1.16  0.41
H14 -2.82 0.33 -0.07  0.28

Results
SMILES = C/C=C/CCCCO
Kohn-Sham gap = 9.669 eV

***

ii.
This record from the Open Molecules 2025 dataset describes 2 unconnected molecules or ions with the total composition C7H14O. The level of theory is wB97M-V/def2-TZVPD.

Last column: Mulliken charge in e.
Element x y z (Å)
C1 2.16 0.77 0.59  -0.98
C2 1.75 -0.25 -0.20  0.28
C3 1.54 -1.62 0.41  -0.40
C4 1.72 -2.74 -0.34  -0.67
H1 2.11 0.71 1.67  0.29
H2 2.45 1.72 0.17  0.29
H3 1.89 -0.21 -1.27  0.25
H4 1.77 -1.67 1.47  0.32
H5 1.57 -2.71 -1.41  0.26
H6 1.91 -3.70 0.10  0.30
C5 -2.42 0.41 0.78  -1.37
C6 -1.15 0.80 0.03  0.77
C7 -1.44 1.78 -1.11  -1.43
O1 -0.54 -0.34 -0.52  -0.60
H7 -3.14 -0.05 0.10  0.32
H8 -2.88 1.29 1.23  0.39
H9 -2.20 -0.31 1.58  0.36
H10 -0.45 1.28 0.74  0.17
H11 -0.52 2.02 -1.63  0.34
H12 -1.88 2.70 -0.72  0.39
H13 -2.14 1.32 -1.82  0.34
H14 -0.09 -1.19 0.13  0.39

Results
SMILES = C=CC=C.CC(C)O
Kohn-Sham gap = 9.314 eV

***

iii.
This record from the Open Molecules 2025 dataset describes 2 unconnected molecules or ions with the total composition C7H14O. The level of theory is wB97M-V/def2-TZVPD.

Last column: Mulliken charge in e.
Element x y z (Å)
C1 -1.75 -1.46 2.30  -0.81
C2 -1.20 -0.44 1.64  -0.18
C3 -1.11 -0.28 0.17  -0.64
C4 0.13 0.59 -0.28  0.01
C5 -0.25 1.83 -0.62  -0.88
C6 1.51 0.02 -0.22  -0.16
C7 2.04 -0.08 1.20  -1.24
H1 -1.74 -1.57 3.38  0.27
H2 -2.19 -2.27 1.73  0.26
H3 -0.85 0.36 2.30  0.39
H4 -0.92 -1.18 -0.43  0.36
H5 -2.05 0.20 -0.10  0.38
H6 -1.21 2.21 -0.33  0.27
H7 0.43 2.48 -1.17  0.32
H8 1.39 -0.95 -0.71  0.29
H9 2.23 0.67 -0.72  0.32
H10 2.22 0.92 1.59  0.33
H11 1.29 -0.52 1.86  0.35
H12 2.97 -0.66 1.21  0.34
O1 0.19 -0.01 -3.49  -0.67
H13 0.57 -0.87 -3.30  0.31
H14 -0.20 0.28 -2.65  0.36

Results
SMILES = C=CCC(=C)CC.O
Kohn-Sham gap = 10.368 eV

***

iv.
This record from the Open Molecules 2025 dataset describes a single C7H14O molecule. The level of theory is wB97M-V/def2-TZVPD.

Last column: Mulliken charge in e.
Element x y z (Å)
C1 -0.58 0.88 0.96  -0.73
C2 1.85 0.04 -1.08  -1.25
C3 -1.19 -1.53 0.85  -2.05
C4 0.39 1.99 1.09  -1.33
C5 -1.23 0.34 -0.99  -1.35
C6 0.94 -0.81 -0.26  0.20
C7 -0.31 -0.40 0.32  1.91
O1 0.95 -2.11 -0.82  -0.53
H1 0.82 -2.76 -0.13  0.34
H2 -1.52 0.95 1.49  0.39
H3 1.92 1.07 -0.72  0.31
H4 1.53 0.07 -2.13  0.28
H5 2.86 -0.38 -1.07  0.36
H6 -0.72 -1.98 1.73  0.43
H7 -2.16 -1.15 1.17  0.43
H8 -1.36 -2.30 0.10  0.45
H9 1.34 1.60 1.49  0.35
H10 0.01 2.76 1.75  0.36
H11 0.66 2.48 0.14  0.27
H12 -1.23 -0.53 -1.66  0.39
H13 -2.26 0.62 -0.77  0.38
H14 -0.70 1.16 -1.46  0.39

Results
Kohn-Sham gap (alpha / beta) = 7.729 / 6.753 eV

***

Least stable = iv

***

i.
This record from the Open Molecules 2025 dataset describes 2 unconnected molecules or ions with the total composition C2H6N2. The level of theory is wB97M-V/def2-TZVPD.

Last column: Mulliken charge in e.
Element x y z (Å)
C1 -0.88 1.37 -1.59  -0.26
N1 -1.75 0.53 -1.97  -0.46
H1 0.15 1.04 -1.55  0.26
H2 -1.07 2.44 -1.50  0.22
H3 -2.66 0.98 -1.96  0.25
C2 0.87 -1.29 1.83  -0.25
N2 2.04 -0.82 1.87  -0.48
H4 0.12 -0.83 2.46  0.26
H5 0.56 -2.13 1.20  0.23
H6 2.64 -1.30 1.20  0.25

Results
SMILES = C=N.C=N
Kohn-Sham gap = 11.335 eV

***

ii.
This record from the Open Molecules 2025 dataset describes a single C2H6N2 molecule. The level of theory is wB97M-V/def2-TZVPD.

Last column: Mulliken charge in e.
Element x y z (Å)
H1 -2.09 -0.74 1.61  0.28
N1 -1.90 0.25 1.21  -0.68
C1 -0.75 0.17 0.68  -0.04
N2 -0.29 0.09 -0.67  -0.27
C2 1.18 -0.04 -0.76  -0.78
H2 -0.06 -0.14 1.47  0.30
H3 -0.78 0.62 -1.40  0.30
H4 1.58 -0.01 -1.74  0.33
H5 1.43 -0.99 -0.25  0.28
H6 1.67 0.79 -0.15  0.28

Results
SMILES = [H]/N=C/NC
Kohn-Sham gap = 8.998 eV

***

Least stable = ii

***

i.
This record from the Open Molecules 2025 dataset describes a single C3H9NS2 molecule. The level of theory is wB97M-V/def2-TZVPD.

Last column: Mulliken charge in e.
Element x y z (Å)
C1 2.16 2.36 -0.02  -0.82
N1 0.85 1.79 0.36  -0.41
C2 0.17 1.31 -0.83  -0.44
C3 -1.13 0.56 -0.52  -0.78
S1 -0.90 -0.65 0.84  -0.12
S2 -0.48 -2.28 -0.41  -0.20
H1 2.52 3.05 0.73  0.27
H2 2.92 1.58 -0.18  0.31
H3 2.04 2.74 -1.04  0.31
H4 1.06 0.93 0.86  0.25
H5 0.81 0.62 -1.41  0.32
H6 -0.09 2.09 -1.54  0.38
H7 -1.90 1.26 -0.21  0.33
H8 -1.41 -0.05 -1.37  0.43
H9 0.28 -2.93 0.47  0.15

Results
SMILES = CNCCSS
Kohn-Sham gap = 8.791 eV

***

ii.
This record from the Open Molecules 2025 dataset describes 2 unconnected molecules or ions with the total composition C3H9NS2. The level of theory is wB97M-V/def2-TZVPD.

Last column: Mulliken charge in e.
Element x y z (Å)
C1 -0.87 2.93 -0.26  -0.79
C2 -1.74 2.47 -1.16  0.13
N1 -1.47 2.40 -2.54  -0.49
H1 0.19 2.91 -0.45  0.15
H2 -1.20 3.15 0.75  0.24
H3 -2.72 2.16 -0.83  0.31
H4 -0.48 2.48 -2.73  0.22
H5 -1.98 1.65 -2.96  0.23
C3 1.98 -0.70 -0.23  -0.73
S1 1.27 -1.21 1.42  -0.05
S2 -0.48 -2.07 0.69  -0.23
H6 2.86 -1.30 -0.43  0.30
H7 1.18 -0.66 -0.95  0.29
H8 2.35 0.32 -0.09  0.24
H9 -0.20 -3.38 0.86  0.16

Results
SMILES = C=CN.CSS
Kohn-Sham gap = 8.790 eV

***

iii.
This record from the Open Molecules 2025 dataset describes 2 unconnected molecules or ions with the total composition C3H9NS2. The level of theory is wB97M-V/def2-TZVPD.

Last column: Mulliken charge in e.
Element x y z (Å)
C1 1.89 2.49 1.05  -0.72
C2 2.32 3.03 -0.08  -0.03
N1 3.41 3.97 -0.29  -0.55
H1 2.32 2.67 2.05  0.25
H2 0.85 2.23 1.17  0.24
H3 1.65 3.06 -0.93  0.33
H4 4.23 3.79 0.27  0.24
H5 3.13 4.92 -0.13  0.23
C3 -2.36 -3.58 -1.29  -0.79
S1 -3.90 -3.02 -0.64  0.00
S2 -3.75 -3.51 1.31  -0.23
H6 -1.91 -4.53 -0.85  0.30
H7 -1.62 -2.75 -1.29  0.29
H8 -2.49 -4.11 -2.24  0.30
H9 -3.78 -4.67 1.89  0.13

Results
SMILES = C=CN.CSS
Kohn-Sham gap = 9.083 eV

***

Least stable = iii